ORCA calculation (wB97M-V/def2-TZVPD) on the molecule C6H8O2 in a non-equilibrium geometry.

Geometry as XYZ:
```
16
Properties=species:S:1:pos:R:3:lowdin_charge:R:1
C -1.494 -1.861 -0.747 -0.0177
C -0.329 -0.648 -0.486 -0.1906
C 0.615 -1.116 0.347 -0.1188
C 1.275 1.000 0.331 -0.2681
C 0.847 2.363 0.599 -0.0215
C -0.194 1.314 0.230 -0.2614
H -1.707 -2.062 -1.794 0.0490
H -1.279 -2.885 -0.695 0.0334
H -2.516 -1.679 -0.371 0.0692
H 0.599 -2.121 0.699 0.1202
H 1.682 0.707 -0.664 0.1682
H 0.672 2.694 1.618 0.0983
H 1.619 3.101 -0.123 0.1957
H -0.789 0.855 1.215 0.2223
O 1.709 -0.363 0.808 -0.0548
O -0.710 0.700 -0.967 -0.0234
```

The SMILES is CC1=CO[C@@H]2C[C@H]2O1. As for the total charge: 0. For the HOMO energy, the calculation gives -8.72 eV.

ORCA calculation (wB97M-V/def2-TZVPD) on a structure of composition C16H34AsF6NOPS in a non-equilibrium geometry.

Geometry as XYZ:
```
61
Properties=species:S:1:pos:R:3:lowdin_charge:R:1
C 4.401 -1.209 1.571 -0.1312
C 4.928 -1.969 0.227 -0.2445
C 5.997 -1.101 -0.615 -0.2380
C 5.349 -0.125 -1.710 -0.2229
C 4.437 1.056 -1.094 -0.1980
C 3.449 1.551 -2.290 -0.2258
C 2.266 2.521 -1.761 -0.2269
C 1.118 1.735 -0.944 -0.2101
C 0.080 2.745 -0.184 -0.1910
C 0.329 2.572 1.393 -0.2148
C -0.813 1.766 2.185 -0.2084
C -1.581 0.643 1.330 -0.1939
C -3.112 1.114 1.181 -0.2123
C -3.793 0.717 -0.239 -0.2270
C -4.676 -0.619 -0.056 -0.3479
P -6.350 -0.605 -0.939 0.5515
S -7.129 -1.958 0.607 0.3237
O -5.771 0.326 -2.311 -0.3370
C -5.373 -0.519 -3.352 -0.3684
N -5.100 -1.095 -4.374 0.1204
H 3.366 -0.783 1.290 0.0582
H 4.222 -1.964 2.409 0.0711
H 5.083 -0.342 1.882 0.0718
H 4.056 -2.347 -0.405 0.1117
H 5.498 -2.898 0.613 0.0974
H 6.742 -0.565 0.086 0.1099
H 6.638 -1.870 -1.196 0.1005
H 4.792 -0.725 -2.507 0.1074
H 6.229 0.393 -2.249 0.1082
H 5.096 1.956 -0.817 0.1157
H 3.754 0.721 -0.242 0.0782
H 3.012 0.636 -2.838 0.1117
H 4.134 2.136 -3.019 0.1100
H 2.735 3.377 -1.168 0.1080
H 1.776 2.952 -2.719 0.1108
H 1.613 1.025 -0.184 0.0926
H 0.567 1.088 -1.732 0.1163
H 0.401 3.800 -0.508 0.0984
H -0.993 2.574 -0.528 0.1010
H 0.338 3.644 1.839 0.1001
H 1.380 2.153 1.637 0.1085
H -0.298 1.235 3.071 0.1092
H -1.539 2.520 2.663 0.1017
H -1.073 0.336 0.357 0.1059
H -1.605 -0.313 1.996 0.1059
H -3.111 2.273 1.218 0.0979
H -3.747 0.786 2.082 0.1150
H -4.387 1.639 -0.572 0.0997
H -2.907 0.480 -0.944 0.1140
H -4.054 -1.535 -0.335 0.0971
H -4.900 -0.720 1.072 0.0559
H -6.602 -1.698 -1.860 0.0240
H -7.431 0.305 -0.678 0.0255
H -7.760 -1.133 1.527 -0.1879
F -0.089 -2.646 1.407 -0.3082
As -1.403 -3.821 1.730 0.8727
F -2.014 -2.773 3.050 -0.3060
F -0.349 -4.678 2.897 -0.3031
F -2.717 -4.995 2.053 -0.3002
F -0.792 -4.867 0.410 -0.3005
F -2.459 -2.961 0.560 -0.3034
```

As for the total charge: -1. For the HOMO energy, the calculation gives -6.96 eV.

ORCA calculation (wB97M-V/def2-TZVPD) on a structure of composition C23H19CaNO6PS3.

Geometry as XYZ:
```
54
Properties=species:S:1:pos:R:3:lowdin_charge:R:1
Ca 1.172 0.378 -0.871 1.1938
O -2.646 0.463 0.963 0.0166
C -1.517 0.906 0.825 -0.7464
O -0.859 1.060 -0.267 -0.2687
C -0.740 1.360 2.085 -0.2567
P 0.919 0.592 2.127 1.0346
C 1.803 1.624 3.355 -0.3641
C 1.670 1.455 4.732 -0.0869
C 2.331 2.302 5.609 -0.0926
C 3.128 3.329 5.119 -0.1008
C 3.263 3.506 3.750 -0.0869
C 2.608 2.653 2.872 -0.0949
C 0.673 -0.977 3.018 -0.3835
C -0.583 -1.526 3.239 -0.0778
C -0.703 -2.762 3.863 -0.0859
C 0.424 -3.459 4.262 -0.0980
C 1.687 -2.927 4.021 -0.0938
C 1.810 -1.699 3.396 -0.1092
H -1.315 1.196 2.996 0.0854
H -0.559 2.432 1.972 0.0945
H 1.051 0.654 5.116 0.1052
H 2.223 2.162 6.678 0.0975
H 3.644 3.990 5.805 0.0958
H 3.885 4.303 3.362 0.1018
H 2.721 2.788 1.802 0.0690
H -1.474 -1.016 2.892 0.1001
H -1.687 -3.190 4.007 0.1061
H 0.325 -4.425 4.742 0.0953
H 2.575 -3.475 4.312 0.0965
H 2.795 -1.290 3.197 0.1077
O -0.785 -3.503 0.797 0.0753
C 0.197 -3.320 0.111 -0.5091
N 0.584 -2.155 -0.490 -0.1210
S 1.863 -2.354 -1.414 0.5611
O 2.910 -1.445 -0.944 -0.4010
O 1.553 -2.162 -2.813 -0.3058
C 2.202 -4.040 -1.028 -0.2166
C 3.215 -4.886 -1.432 -0.0354
C 3.182 -6.186 -0.943 -0.0793
C 2.162 -6.602 -0.089 -0.0713
C 1.150 -5.732 0.296 -0.0029
C 1.183 -4.438 -0.185 -0.1278
H 3.998 -4.550 -2.099 0.1196
H 3.958 -6.884 -1.229 0.1005
H 2.163 -7.621 0.278 0.1003
H 0.349 -6.035 0.958 0.1208
C 0.721 1.188 -4.302 -0.1142
O 1.340 1.485 -3.047 -0.4269
C 1.881 2.739 -2.817 -1.3922
S 1.871 3.888 -3.999 0.5701
S 2.510 2.847 -1.238 0.4650
H 0.450 0.136 -4.245 0.0842
H 1.421 1.364 -5.116 0.0696
H -0.158 1.814 -4.445 0.0831
```

As for the total charge: -1. For the HOMO energy, the calculation gives -5.32 eV.